(1)
{
  "formula": "CaI",
  "method": "ωB97M-V with the def2-TZVPD basis set",
  "elements": ["Ca", "I"],
  "coordinates": [[-1.458, 17.501, 17.667], [-1.390, 19.116, 16.228]],
  "mol_weight_g_mol": 166.98,
  "total_charge": 1,
  "de_lowest_kj_mol": 254.9,
  "gap_ev": 9.01,
  "total_energy_ha": -974.988684,
  "e_homo_ev": -14.6,
  "lumo_ev": -5.553
}

(2)
{
  "formula": "CaI2",
  "method": "ωB97M-V with the def2-TZVPD basis set",
  "elements": ["I", "I", "Ca"],
  "coordinates": [[0.878, -1.261, -1.537], [-1.590, 0.080, 1.522], [0.713, 1.181, 0.015]],
  "mol_weight_g_mol": 293.89,
  "de_lowest_kj_mol": 49.6,
  "gap_ev": 6.27,
  "total_energy_ha": -1273.085484,
  "e_homo_ev": -8.2,
  "lumo_ev": -1.971
}

(3)
{
  "formula": "Cd2F3",
  "method": "ωB97M-V with the def2-TZVPD basis set",
  "elements": ["F", "Cd", "Cd", "F", "F"],
  "coordinates": [[1.614, 0.153, -0.681], [-1.604, -1.514, -0.036], [0.502, 1.516, 0.091], [-1.483, 0.400, -0.404], [0.971, -0.556, 1.031]],
  "mol_weight_g_mol": 281.82,
  "total_charge": 1,
  "gap_ev": 4.59,
  "total_energy_ha": -634.615378,
  "e_homo_ev": -13.0,
  "lumo_ev": -8.418
}

(4)
{
  "formula": "Cd3I",
  "method": "ωB97M-V with the def2-TZVPD basis set",
  "elements": ["Cd", "Cd", "I", "Cd"],
  "coordinates": [[-3.335, -0.080, 3.019], [3.946, -2.421, -1.259], [-0.024, -0.660, 0.242], [-0.587, 3.161, -2.003]],
  "mol_weight_g_mol": 464.14,
  "total_charge": 5,
  "de_lowest_kj_mol": 7.2,
  "gap_ev": 3.54,
  "total_energy_ha": -798.067241,
  "e_homo_ev": -25.6,
  "lumo_ev": -22.061
}

(5)
{
  "formula": "Cl2FPS",
  "method": "ωB97M-V with the def2-TZVPD basis set",
  "elements": ["Cl", "S", "F", "Cl", "P"],
  "coordinates": [[1.061, -0.044, -1.647], [0.816, 1.457, 1.358], [-2.210, 0.315, -0.707], [0.076, -1.788, 0.839], [0.257, 0.060, 0.157]],
  "mol_weight_g_mol": 152.94,
  "de_lowest_kj_mol": 342.1,
  "gap_ev": [7.68, 7.67],
  "total_energy_ha": -1759.749387,
  "e_homo_ev": [-10.6, -10.6],
  "lumo_ev": [-2.952, -2.952]
}

(6)
{
  "formula": "Cl2H2",
  "method": "ωB97M-V with the def2-TZVPD basis set",
  "elements": ["H", "Cl", "Cl", "H"],
  "coordinates": [[-0.329, -0.250, -1.480], [0.234, 0.467, 1.976], [0.902, -0.489, -1.749], [-0.808, 0.271, 1.253]],
  "mol_weight_g_mol": 72.92,
  "de_lowest_kj_mol": 9.8,
  "gap_ev": 12.13,
  "smiles": "Cl.Cl",
  "total_energy_ha": -921.580409,
  "e_homo_ev": -11.6,
  "lumo_ev": 0.499
}

(7)
{
  "formula": "Cl2H2N2S2",
  "method": "ωB97M-V with the def2-TZVPD basis set",
  "elements": ["N", "H", "S", "S", "H", "Cl", "Cl", "N"],
  "coordinates": [[-0.668, -0.998, -0.379], [1.624, -1.898, -0.329], [0.700, 1.621, -0.293], [0.800, -1.072, -1.134], [1.187, 1.867, 1.052], [-0.761, -1.829, 1.101], [-2.218, 1.394, -0.296], [-0.664, 0.915, 0.278]],
  "mol_weight_g_mol": 165.07,
  "de_lowest_kj_mol": 291.1,
  "gap_ev": [8.15, 8.15],
  "total_energy_ha": -1827.261662,
  "e_homo_ev": [-8.8, -8.8],
  "lumo_ev": [-0.673, -0.671]
}

(8)
{
  "formula": "Cl2H2Si",
  "method": "ωB97M-V with the def2-TZVPD basis set",
  "elements": ["Cl", "Si", "Cl", "H", "H"],
  "coordinates": [[0.399, 0.177, -0.557], [1.074, 1.642, -1.903], [-0.316, -2.442, 1.685], [-1.213, -2.217, 2.699], [0.057, 2.840, -1.925]],
  "mol_weight_g_mol": 101.01,
  "de_lowest_kj_mol": 0.0,
  "gap_ev": [7.80, 9.19],
  "total_energy_ha": -1210.985751,
  "e_homo_ev": [-7.2, -11.6],
  "spin_multiplicity": 3,
  "lumo_ev": [0.587, -2.397]
}

(9)
{
  "formula": "Cl2H3N2P",
  "method": "ωB97M-V with the def2-TZVPD basis set",
  "elements": ["H", "N", "P", "Cl", "Cl", "H", "H", "N"],
  "coordinates": [[2.938, -1.464, -3.439], [-2.633, 1.116, -0.118], [-1.860, 0.338, 0.961], [-3.208, -0.262, 2.381], [2.586, -1.031, -2.268], [-0.368, -0.821, 1.635], [-2.034, 1.615, -0.726], [-0.376, -0.210, 0.895]],
  "mol_weight_g_mol": 132.92,
  "de_lowest_kj_mol": 216.1,
  "gap_ev": 9.72,
  "smiles": "[H]/N=P(\\Cl)=N/[H].Cl",
  "total_energy_ha": -1373.029457,
  "e_homo_ev": -10.1,
  "lumo_ev": -0.420
}

(10)
{
  "formula": "Cl2H3NSi",
  "method": "ωB97M-V with the def2-TZVPD basis set",
  "elements": ["N", "Cl", "Si", "H", "Cl", "H", "H"],
  "coordinates": [[0.259, 0.486, 1.050], [0.831, -2.144, -0.501], [-0.033, -0.312, -0.572], [-0.505, 1.157, 1.353], [-2.048, -0.697, -0.768], [1.162, 0.923, 0.978], [0.334, 0.588, -1.541]],
  "mol_weight_g_mol": 116.02,
  "de_lowest_kj_mol": 17.0,
  "gap_ev": 11.02,
  "smiles": "N[SiH](Cl)Cl",
  "total_energy_ha": -1266.549661,
  "e_homo_ev": -10.3,
  "lumo_ev": 0.691
}

(11)
{
  "formula": "Cl2HN3",
  "method": "ωB97M-V with the def2-TZVPD basis set",
  "elements": ["Cl", "N", "N", "N", "Cl", "H"],
  "coordinates": [[2.389, -0.122, 0.711], [0.040, -0.268, -0.483], [-1.337, 0.156, -0.434], [0.586, -0.245, 0.688], [-1.973, 0.202, -1.963], [0.296, 0.276, 1.481]],
  "mol_weight_g_mol": 113.94,
  "de_lowest_kj_mol": 85.8,
  "gap_ev": [7.47, 7.87],
  "total_energy_ha": -1085.019894,
  "e_homo_ev": [-7.8, -10.3],
  "spin_multiplicity": 3,
  "lumo_ev": [-0.302, -2.429]
}

(12)
{
  "formula": "Cl2HNO2S",
  "method": "ωB97M-V with the def2-TZVPD basis set",
  "elements": ["H", "Cl", "S", "Cl", "N", "O", "O"],
  "coordinates": [[-0.161, -0.558, 1.670], [-0.769, -1.947, -0.506], [0.119, 0.551, -0.337], [1.871, 0.338, 0.428], [-0.922, -0.500, 0.409], [0.180, 0.311, -1.739], [-0.319, 1.805, 0.075]],
  "mol_weight_g_mol": 149.99,
  "de_lowest_kj_mol": 207.9,
  "gap_ev": 9.98,
  "total_energy_ha": -1524.261078,
  "e_homo_ev": -11.2,
  "lumo_ev": -1.194
}